# 1
This record from OMol25 describes a structure of composition C3H19O8Zr. The level of theory is ωB97M-V/def2-TZVPD.

```
31
Properties=species:S:1:pos:R:3:forces:R:3:nbo_charge:R:1
O -0.6208 -1.4707 1.0557 1.02 2.74 -0.53 -0.88
C -1.1487 -2.7679 1.0160 -0.02 0.25 -1.95 -0.23
O -2.1399 0.0958 -0.6307 -0.84 0.15 -0.19 -0.92
H -1.6576 1.8793 3.2312 0.01 -0.30 -0.23 0.17
H -0.6194 -3.2934 0.2083 -0.05 -0.39 0.22 0.16
H 1.3895 -1.0414 -3.6520 0.17 -0.46 -0.14 0.16
H 0.7070 -2.5573 -2.9312 0.00 -0.08 -0.15 0.17
H 2.5515 2.1110 -0.2150 -0.26 -0.13 0.26 0.53
O 1.7944 0.2997 2.1193 -0.10 0.35 0.32 -0.96
O 2.0490 1.3520 -0.5407 0.35 0.48 -0.57 -0.94
H 2.4077 -1.8795 -0.6308 -0.44 0.09 -0.21 0.51
H -2.5676 0.3200 -1.4673 0.21 -0.29 -0.03 0.51
H 1.2124 0.8537 2.6661 -0.12 -0.23 -0.22 0.52
H -1.3572 2.2620 -1.7272 0.03 -0.18 0.07 0.52
C -1.3816 2.3898 2.2950 -0.45 0.22 0.97 -0.23
H -0.2931 -1.3979 -3.8867 -0.12 -0.34 0.06 0.17
H 2.5833 0.9675 -1.2529 -0.24 -0.09 0.12 0.53
O -0.5973 1.6090 1.4727 1.62 -1.93 -2.07 -0.92
H 2.6641 0.3527 2.5359 -0.06 -0.05 -0.16 0.50
H -0.0742 2.8964 -1.1702 -0.01 -0.20 0.14 0.52
O 1.9635 -1.2801 -0.0193 0.68 -0.18 0.47 -0.94
H -0.8653 3.2857 2.6665 0.08 0.08 -0.44 0.17
H 2.2173 -1.5685 0.8702 -0.27 0.12 -0.07 0.52
O -0.5757 2.0689 -1.1967 0.12 1.11 -0.92 -0.92
H -2.8592 -0.0442 0.0034 0.41 -0.09 0.18 0.53
H -2.3333 2.6997 1.8448 0.14 0.05 -0.22 0.16
H -2.1902 -2.7246 0.6723 -0.11 -0.11 0.24 0.15
H -1.1110 -3.3820 1.9154 0.28 0.53 0.37 0.18
C 0.5239 -1.5096 -3.1694 0.04 1.17 0.32 -0.22
O 0.2582 -0.7648 -2.0037 -0.45 1.85 2.62 -0.92
Zr 0.0704 0.2383 -0.0792 -1.63 -4.15 1.72 2.42
```
Positions in Å, forces in eV/Å.

Summary:
Kohn-Sham gap	8.493	eV
2S+1	1
energy relative to the best compared isomer or geometry (same formula, charge and spin)	24.81	kcal per mole
LUMO	-0.121	Ha
total charge	+1
electronic energy	-21076.27668	eV

# 2
This record from OMol25 describes a cluster of 8 separate species, C3H20BF4O7 in total. The level of theory is ωB97M-V/def2-TZVPD.

```
35
Properties=species:S:1:pos:R:3:forces:R:3:nbo_charge:R:1
H -0.3784 -1.7523 -1.7512 0.00 0.03 -0.09 0.48
H -1.1299 -2.6157 -2.7410 -0.01 -0.05 0.03 0.46
H -3.6481 -0.6657 -1.5878 0.10 0.10 -0.22 0.15
C 1.9781 -1.6908 2.7659 -0.22 0.27 0.77 -0.25
H 2.0039 1.5418 -2.4065 0.09 0.01 -0.10 0.18
O -0.3291 -2.0922 -2.6524 0.01 0.03 -0.08 -0.95
C 2.5771 2.1730 -1.7221 0.09 -0.48 0.42 -0.25
H -1.0454 2.1909 -1.5789 -0.02 0.01 -0.05 0.50
O -1.1393 2.8506 -2.2810 -0.02 0.06 -0.05 -0.96
F -0.9522 0.9282 -0.2532 0.03 -0.26 -0.15 -0.58
H -3.2222 1.0227 -2.0573 0.16 -0.14 0.02 0.17
H 1.9344 3.0050 -1.4168 0.15 0.17 -0.06 0.15
H -0.3352 3.3729 -2.2302 0.02 0.00 0.00 0.46
H -0.4174 -4.1837 0.9667 -0.04 0.04 0.02 0.46
B -0.3942 -0.2210 0.3489 0.11 0.58 0.98 1.35
H -2.7758 0.5755 0.1647 -0.23 0.17 -0.04 0.49
H -0.2461 1.3075 3.0724 0.02 -0.01 0.04 0.50
H 1.3289 -0.8707 3.0823 0.22 0.24 -0.16 0.18
H -0.0012 -3.0390 0.0628 -0.08 -0.04 -0.01 0.48
F 0.9108 -0.4040 -0.1408 -0.15 -0.29 -0.08 -0.57
O -3.7081 0.7060 -0.0525 -0.21 0.10 0.18 -0.74
H 0.9239 2.1079 3.6200 0.03 -0.01 -0.01 0.46
F -0.3368 0.0248 1.7398 -0.05 -0.10 -0.28 -0.58
H 3.4846 2.5286 -2.2036 -0.15 0.22 -0.20 0.17
O 3.0761 -1.2877 1.9729 -0.20 -0.01 -0.22 -0.73
H -4.8810 0.5867 -1.7347 -0.07 0.02 0.27 0.16
H 1.2976 -2.4085 2.2982 0.38 -0.26 -0.15 0.16
C -3.8533 0.3983 -1.4181 -0.05 -0.19 -0.23 -0.25
H 2.2537 1.0066 -0.2073 0.03 -0.12 -0.05 0.48
O 3.0284 1.4325 -0.5926 -0.18 0.23 -0.05 -0.74
H 2.7286 -0.9471 1.1419 0.00 0.00 -0.05 0.48
O 0.0397 -3.9996 0.1419 0.09 -0.13 0.03 -0.95
F -1.2013 -1.3460 0.1366 0.27 0.09 -0.37 -0.57
O 0.0211 1.8529 3.8266 -0.02 0.07 0.04 -0.97
H 2.4084 -2.0888 3.6864 -0.08 -0.33 -0.13 0.16
```
Positions in Å, forces in eV/Å.

Summary:
Kohn-Sham gap	10.295	eV
2S+1	1
LUMO	0.112	Ha
total charge	-1
electronic energy	-29323.02414	eV

# 3
This record from OMol25 describes a cluster of 7 separate species, C3H20NO8S in total. The level of theory is ωB97M-V/def2-TZVPD.

```
33
Properties=species:S:1:pos:R:3:forces:R:3:nbo_charge:R:1
H 1.0566 -0.1863 0.8412 -0.47 1.05 0.01 0.47
H -2.2664 2.1287 2.1745 2.00 0.61 0.19 0.50
O -1.6131 -0.2683 -1.9066 0.36 0.70 0.39 -0.57
S 1.0102 -2.4002 2.0353 0.19 0.14 -0.83 0.03
O 0.0849 3.1752 -1.7468 3.80 -2.59 5.21 -0.93
C -1.4929 -1.1533 -1.1096 -0.38 -0.76 -1.27 0.80
H 3.7045 1.0273 1.5374 -1.31 -0.82 -0.14 0.49
H 2.6701 1.7347 0.7479 -0.44 -0.55 -0.06 0.50
O 2.7844 0.8652 1.1899 1.85 1.11 0.40 -1.00
O 1.9058 0.4317 -2.0454 0.92 0.36 0.04 -0.96
H -2.7231 -2.3575 -2.1220 1.55 0.56 1.79 0.53
H -0.8446 2.7884 2.5722 0.83 1.39 2.37 0.48
H 2.0199 -1.6294 1.5257 -0.26 -0.55 0.56 0.12
H 0.9508 -2.4692 -0.4198 -1.07 -0.13 1.44 0.22
H -0.4012 -3.3961 0.1720 -0.13 0.91 0.84 0.29
H 0.3886 2.9776 -2.5501 1.21 -1.17 -5.28 0.48
O -1.3182 2.3351 1.9354 -2.67 -2.19 -2.69 -0.98
H -0.0965 0.9553 0.1148 0.79 -1.25 0.31 0.47
H -1.2920 -0.8119 0.9328 -0.35 -0.29 0.64 0.27
O -2.1111 -2.3482 -1.3016 -0.66 0.01 -0.49 -0.70
C 0.1421 -2.4596 0.4199 1.48 0.97 -2.12 -0.56
H 1.5990 3.1258 -1.0755 -2.67 0.88 -0.01 0.50
H -4.1778 -0.5682 1.4348 -2.39 -1.05 1.19 0.49
H -3.9134 0.8988 0.7613 -0.04 -2.31 0.73 0.50
C -0.6104 -1.1012 0.1531 -0.82 -1.37 -0.44 -0.18
H 0.9286 -0.0567 -0.7839 0.19 0.54 -0.68 0.46
H 2.3700 1.2422 -1.6969 -1.00 -0.51 -0.09 0.50
N 0.3755 0.0051 0.0815 -1.01 -0.13 0.31 -0.74
O -3.5795 -0.0144 1.0202 2.45 3.38 -1.99 -0.98
O 2.3497 2.6607 -0.7739 2.29 -0.30 0.27 -0.97
H -0.6365 3.6562 -1.7471 -5.59 3.76 -0.34 0.49
H 2.9946 3.0990 -1.3252 1.16 0.21 0.12 0.49
H 2.6209 -0.2028 -1.9782 0.20 -0.59 -0.40 0.48
```
Positions in Å, forces in eV/Å.

Summary:
Kohn-Sham gap	9.925	eV
2S+1	1
LUMO	-0.096	Ha
total charge	+1
electronic energy	-32134.73080	eV

# 4
This record from OMol25 describes a cluster of 10 separate species, C3H23N2O9 in total. The level of theory is ωB97M-V/def2-TZVPD.

```
37
Properties=species:S:1:pos:R:3:forces:R:3:nbo_charge:R:1
H -1.1776 -0.5092 4.7176 0.20 -0.01 0.31 0.49
H -0.4261 -4.4576 -0.9036 -0.90 -0.22 0.09 0.25
C -1.1307 -1.3026 -0.5847 0.13 -0.28 0.68 0.26
O -3.8423 -1.5518 -0.0372 -0.80 0.71 1.16 -1.01
O -0.8110 -1.0139 3.9880 0.24 -0.09 -0.11 -0.96
C -0.5301 -3.4103 -0.6962 2.72 0.51 -0.23 -0.07
H -3.5394 -0.5924 3.0140 -0.67 -0.27 -0.28 0.47
O 3.1949 0.3878 0.5368 -0.64 -1.86 -1.16 -1.03
H -0.9205 4.0758 -1.6670 -0.04 0.18 -0.05 0.48
H -0.1711 -1.6380 4.3624 -0.30 0.23 -0.04 0.50
H -2.2781 -1.2903 3.0659 0.06 -0.88 -0.49 0.50
O -0.3106 3.5944 -2.2334 -0.30 0.41 -0.51 -0.96
H 2.8556 2.3047 -1.8902 0.00 0.57 0.51 0.46
H -1.6618 -0.3867 -0.4010 -0.50 -0.25 -0.47 0.25
N 0.2079 -1.3226 -0.4736 -1.85 -0.77 -0.30 -0.46
H -0.0786 2.9024 1.9814 0.99 -0.58 -0.30 0.47
H -3.5936 -1.3939 0.9120 0.41 -0.54 -0.53 0.51
H -0.5588 3.8496 -3.1349 0.08 0.03 0.30 0.49
H 3.7994 0.2937 1.2718 -0.29 1.17 0.12 0.50
H -4.7699 -1.2906 0.0372 -0.06 -0.18 -0.63 0.48
O 0.4828 1.2949 -1.3957 0.71 -1.56 0.69 -1.00
H 1.3444 2.9698 2.4619 0.34 -0.06 -0.05 0.48
H 4.1865 2.3560 -1.1768 -0.63 0.47 0.25 0.48
N -1.6221 -2.5879 -0.6835 2.69 1.67 -0.43 -0.46
H 0.1514 2.0101 -0.8535 0.10 0.51 -0.61 0.51
H 1.7495 -2.7501 -0.5421 -2.38 -0.52 -0.13 0.26
H 2.7579 1.2005 0.2559 0.82 0.63 0.98 0.52
H -2.5240 -2.8527 -1.0301 -0.68 0.34 0.50 0.48
H 2.5961 -0.8844 -3.3977 0.26 0.30 0.08 0.49
O 0.8107 2.5051 1.8099 -1.41 0.62 0.27 -0.95
O 3.2800 2.7294 -1.1204 0.60 -0.87 -0.74 -0.93
O -3.1655 -1.4106 2.6513 0.45 1.14 0.65 -0.97
C 0.6034 -2.6206 -0.5748 1.92 -0.41 0.29 -0.05
H 0.3568 1.4393 -2.3360 -0.54 0.60 0.27 0.50
H 2.0784 0.3221 -2.5045 0.40 -0.45 -0.08 0.48
O 1.8291 -0.4692 -2.9984 -0.56 -0.03 0.07 -0.96
H 0.8271 -0.5002 -0.4310 -0.57 -0.26 -0.08 0.50
```
Positions in Å, forces in eV/Å.

Summary:
Kohn-Sham gap	10.330	eV
2S+1	1
energy relative to the best compared isomer or geometry (same formula, charge and spin)	22.94	kcal per mole
LUMO	-0.089	Ha
total charge	+1
electronic energy	-24886.16180	eV

# 5
This record from OMol25 describes a cluster of 10 separate species, C3H23NO11 in total. The level of theory is ωB97M-V/def2-TZVPD.

```
38
Properties=species:S:1:pos:R:3:forces:R:3:nbo_charge:R:1
H -0.4828 1.4914 3.4343 -0.18 -0.19 -0.20 0.50
H 2.0589 -0.8816 0.0438 0.33 0.29 0.40 0.27
H -4.3044 -2.4582 0.0720 0.11 -0.15 -0.12 0.48
H -1.0854 -0.1599 -1.7552 0.16 0.10 0.23 0.45
O -2.0491 -0.1375 0.9718 -0.13 1.06 0.40 -1.01
H 2.7862 0.7351 -0.5050 0.02 -0.73 -0.12 0.26
H 2.0556 1.3845 -3.9446 0.19 0.25 0.02 0.48
H 0.7118 -0.3225 3.8097 -0.48 -0.90 -0.07 0.51
O 2.3420 1.0171 -3.1057 0.32 -0.51 -0.78 -0.98
O -3.3816 -2.3674 0.3290 -0.44 0.06 0.17 -0.98
C -0.1953 -1.9592 -1.3699 0.01 0.02 -0.38 0.59
H 0.7698 -2.4674 -1.2944 0.06 0.26 0.04 0.15
O -0.8362 0.6413 3.7431 0.23 0.20 0.24 -0.98
H -2.4990 0.8112 -0.6878 -0.11 0.16 0.05 0.48
H 1.7729 2.4668 -1.1675 1.27 0.96 -0.18 0.49
H 2.3646 3.8581 -1.5904 0.11 -0.01 0.08 0.47
N -0.1923 -0.5790 -1.4577 0.36 -0.84 -0.20 -0.69
H -1.0410 2.4314 1.5873 0.15 -0.04 -0.57 0.48
O 1.2453 -1.1570 3.7438 0.18 1.16 -0.02 -0.99
H 2.1198 -0.7924 3.9340 0.16 -0.53 -0.09 0.47
H -1.3485 1.5930 -1.2391 -0.08 0.39 -0.25 0.48
H 0.7173 -3.2247 1.2739 -0.14 0.04 -0.23 0.48
H -2.9216 -0.5612 0.8604 0.82 -0.68 0.08 0.52
O 0.6992 -2.2753 1.0971 -0.06 -0.17 0.66 -1.00
H -1.3623 0.2815 3.0156 0.01 0.13 -0.19 0.50
C 0.8221 0.2910 -1.1618 0.16 0.83 -0.07 0.79
H 0.8116 -1.9087 1.9976 0.16 0.24 0.02 0.52
O -0.1328 2.7070 1.7483 0.06 0.19 0.71 -0.97
H 2.9543 1.6355 -2.6805 -0.25 0.32 -0.21 0.50
H 0.3957 2.6008 0.9525 -0.31 -0.17 -0.23 0.49
H -2.8387 -2.5287 -0.4570 -0.02 -0.04 -0.11 0.51
O -1.2336 -2.5761 -1.4363 0.07 -0.07 -0.07 -0.62
O 0.5191 1.4932 -1.1930 -0.18 -0.56 0.60 -0.69
O 2.6403 3.0126 -1.2196 -1.04 -0.50 0.13 -1.01
H 2.6332 -0.8018 -1.6117 -0.31 1.24 1.08 0.26
H -1.3462 -0.7554 0.7379 -0.43 -0.39 0.06 0.49
O -2.2406 1.2946 -1.4871 -0.03 -0.12 0.07 -0.97
C 2.2097 -0.1646 -0.7635 -0.76 -1.30 -0.99 -0.75
```
Positions in Å, forces in eV/Å.

Summary:
SMILES string	CC(=O)NC=O.O.O.O.O.O.O.O.O.O
Kohn-Sham gap	11.287	eV
2S+1	1
energy relative to the best compared isomer or geometry (same formula, charge and spin)	0.00	kcal per mole
LUMO	0.013	Ha
electronic energy	-27498.53975	eV

# 6
This record from OMol25 describes a cluster of 9 separate species, C3H23NO9S2 in total. The level of theory is ωB97M-V/def2-TZVPD.

```
38
Properties=species:S:1:pos:R:3:forces:R:3:nbo_charge:R:1
C -0.6647 -2.5327 -1.6822 1.48 2.58 -2.00 0.54
O -2.4939 0.5006 -2.3761 3.37 2.35 0.55 -1.02
H 0.5816 0.1760 -0.1639 2.00 -1.72 0.74 0.24
H -2.6819 1.3054 0.5250 -0.69 -0.46 -1.22 0.49
S 2.6740 2.0152 1.2457 -1.20 3.53 1.13 -0.16
H 1.2203 -1.0356 1.1437 0.36 0.98 -1.28 0.25
H -1.4114 3.7618 -1.1859 -1.72 0.54 -0.35 0.47
O -3.3093 0.6171 0.2244 -0.23 0.17 2.84 -1.01
O 1.0780 -3.8180 2.3241 0.77 1.42 -0.67 -0.95
H 2.8085 2.0036 2.6211 0.29 -1.24 -0.56 0.13
H -3.3228 -1.1554 0.8042 0.95 0.45 0.61 0.50
H -1.2298 -0.9476 3.3101 1.22 1.99 -3.41 0.50
H -0.2681 2.7125 1.9534 -1.71 0.00 -0.53 0.49
S 3.0006 0.4412 0.2024 0.82 -2.81 -0.70 0.13
H -1.1350 1.5296 1.7301 -0.23 0.41 0.20 0.49
H 0.1036 2.3250 -2.3695 -0.49 0.10 0.73 0.52
C 1.4773 -0.5753 0.1281 -2.51 1.55 2.10 -0.59
O -1.7264 -2.2284 -2.1873 -0.25 -0.99 0.66 -0.62
H 0.4398 -3.0849 2.5272 1.12 -0.78 -0.49 0.48
H 1.8896 -3.4183 1.8731 -1.91 -0.56 1.10 0.47
O -3.0036 -1.6994 1.5657 -3.39 -1.51 -0.98 -0.99
H -3.8745 -2.2306 1.6192 2.23 0.73 0.54 0.48
H -1.4335 0.7721 -2.3068 -3.94 -0.54 -0.38 0.49
H 2.4988 -1.3409 -1.6100 -1.25 -1.26 1.40 0.21
O -0.6164 3.4754 -0.8017 2.81 1.23 -4.99 -0.97
H -2.3824 -0.4033 -2.5918 -0.13 -1.90 -0.40 0.48
H 1.5493 -2.7497 -0.5853 1.17 1.89 0.05 0.22
H -1.5388 -0.4942 1.7914 0.02 -0.59 0.56 0.50
H 0.1370 -0.7252 -2.0848 -0.50 0.97 -0.40 0.39
C 1.6090 -1.6402 -0.9024 -0.40 -1.32 -3.25 -0.26
O -1.2000 2.5050 1.6231 2.22 -0.64 0.99 -0.97
O 0.0243 1.3736 -2.5336 2.53 0.12 -1.23 -0.97
O -0.8230 -0.4452 2.4511 -1.02 -1.34 2.89 -1.00
N 0.4080 -1.6336 -1.8098 0.25 -1.64 1.53 -0.62
H 0.8525 1.2120 -3.0693 -1.43 -0.13 0.66 0.49
H -3.3612 0.4509 -0.7002 0.94 0.69 -1.84 0.52
H -0.7301 3.2144 0.0392 -1.18 -1.59 4.75 0.49
H -0.3288 -3.5017 -1.3489 -0.35 -0.68 0.67 0.13
```
Positions in Å, forces in eV/Å.

Summary:
SMILES string	O=CNCCSS.O.O.O.O.O.O.O.O
Kohn-Sham gap	9.560	eV
2S+1	1
energy relative to the best compared isomer or geometry (same formula, charge and spin)	84.75	kcal per mole
LUMO	0.005	Ha
electronic energy	-45070.75988	eV